The following is a DFT calculation (ωB97M-V/def2-TZVPD) of 2 unconnected molecules or ions with the total composition C2H4N2S in a non-equilibrium geometry.

CARTESIAN COORDINATES (ANGSTROEM)
C: -1.36 -0.80 -0.88
N: -1.71 0.31 -0.94
S: -2.32 1.66 -0.92
H: -1.66 -1.79 -0.66
C: 1.53 0.45 0.87
N: 1.09 -0.67 1.00
H: 1.42 1.18 1.57
H: 1.92 0.85 -0.09
H: 1.09 -1.20 0.06

Results
ΔE to the lowest compared entry with this formula, charge and spin ... 3.353 eV
LUMO energy ... 0.0 eV
Energy ... -586.17118 a.u.
HOMO-LUMO gap ... 8.87 eV